*one*
Molecular formula: C5H10NO3
Method: DFT, ωB97M-V with the def2-TZVPD basis set

Results
E_HOMO	-5.0057	eV
gap between HOMO and LUMO	8.91	eV
LUMO energy	3.9	eV

ORCA input file:
```
! wB97M-V def2-TZVPD RIJCOSX def2/J DEFGRID3
* xyz -1 1
C -2.09 0.93 -0.21
C -1.28 1.55 -1.30
O -1.69 2.60 -1.84
N -0.03 1.16 -1.61
H -2.69 1.61 0.42
H -1.55 0.41 0.58
H 0.33 1.58 -2.45
H 0.42 0.09 -1.49
H -2.83 0.22 -0.64
C 1.59 -1.49 0.74
C 1.43 -0.19 1.56
C 0.35 -1.72 -0.06
O -0.60 -2.29 0.49
O 0.37 -1.28 -1.28
H 2.58 -1.40 0.25
H 1.59 -2.29 1.50
H 2.33 0.09 2.14
H 0.56 -0.30 2.21
H 1.22 0.72 0.99
*
```

---

*two*
Molecular formula: C5H10NO3
Method: DFT, ωB97M-V with the def2-TZVPD basis set

Results
E_HOMO	-4.8491	eV
gap between HOMO and LUMO	8.67	eV
LUMO energy	3.8	eV

ORCA input file:
```
! wB97M-V def2-TZVPD RIJCOSX def2/J DEFGRID3
* xyz -1 1
C -0.27 1.69 -2.95
C -1.19 1.26 -1.78
O -0.69 1.46 -0.64
O -2.23 0.66 -2.09
H -0.61 1.26 -3.89
H 0.73 1.27 -2.76
H -0.02 2.75 -2.85
C 1.07 -0.73 1.98
C -0.34 -0.52 2.58
C 0.99 -1.62 0.70
O 1.62 -2.64 0.48
N 0.23 -0.95 -0.18
H 1.42 0.23 1.59
H 1.67 -1.13 2.79
H -0.27 -0.15 3.61
H -0.86 -1.48 2.61
H -0.04 -1.40 -1.04
H -0.26 -0.04 -0.04
H -0.93 0.05 1.87
*
```

---

Short version: *two*, *one*, most stable first.